(1)
C22H38N10W as an isolated structure in a non-equilibrium geometry. Source: the OMol25 dataset; level of theory: ωB97M-V/def2-TZVPD.

The spin multiplicity is 3. As for the expectation value of S²: 2.0112. The orbital gap (spin up / spin down) is 6.982 / 6.749 eV. Its net charge is +4.

XYZ file:
```
71
C22H38N10W ωB97M-V/def2-TZVPD
W -0.12799 -0.17813 -0.27620
C 3.00830 -0.44123 -0.57385
H -0.10406 0.63128 5.10268
C 0.58193 4.42855 -2.72808
H 1.96733 -2.36784 4.84877
C 2.87061 -2.86578 -1.89379
C 0.94116 -2.27578 4.49398
H -4.67148 -4.26773 -1.29619
N 3.06830 0.74097 0.08674
H -5.29632 -1.08242 -0.95389
N 0.13911 -0.00735 1.75779
N 0.73441 -0.92523 3.92809
H 1.46731 -3.88509 3.09551
C -3.34603 0.98281 -0.18768
C 0.07513 5.03118 -0.34524
H -0.14735 5.95867 -0.86752
C -3.64003 -2.42938 -1.54555
H -0.76133 4.82878 0.31787
H -1.23169 0.92498 -3.13454
H 0.78061 -2.51937 -1.87708
H 0.24151 3.32972 1.31964
H 1.29101 -0.18227 5.78223
N 0.40773 -2.28254 2.21944
C -0.22195 2.36347 1.14664
H -4.16211 1.48912 -0.70316
H -3.59917 0.98559 0.87444
N 0.42773 2.09568 -2.50294
C 0.40942 -0.99889 2.65591
H 5.13820 -0.69328 -0.61317
C 0.86803 0.20244 4.85844
H 2.30984 1.39340 0.00879
H 0.27587 -2.42058 5.34432
N 1.79092 -0.96590 -0.89190
N 0.04002 1.84872 -0.21747
H 0.01579 0.01312 -2.19221
H 5.02565 -2.89838 -1.76796
H -3.51319 -4.27318 -2.63444
C 1.75749 -2.16033 -1.57289
H -1.43654 -2.68656 1.27165
H -0.17210 3.09101 -4.28554
C -0.16144 0.84557 -2.92347
H 1.54184 0.97154 4.49113
C 4.18965 -1.13875 -0.88398
H 2.78408 -3.80190 -2.42732
H -0.16744 5.13484 -3.08195
H -2.43690 1.55446 -0.36715
C 0.62347 3.13074 -3.54012
C 4.12679 -2.34614 -1.52397
H 0.98994 5.19386 0.22635
H 1.54325 4.94310 -2.71192
H -1.61831 -2.85786 -1.84183
H -1.29825 2.47987 1.29692
H 0.34163 0.52553 -3.83584
H -0.12209 -2.05157 0.21103
H -5.05805 -3.41499 -2.76560
H 1.40824 1.57334 2.31447
H 3.98451 1.14036 0.22959
C -3.22017 -0.40727 -0.70923
H 1.57697 2.98045 -4.04241
N -2.31210 -2.23689 -1.45581
H -0.06077 -3.72009 0.81690
N 0.24285 3.98539 -1.35925
H -0.17183 1.60257 3.12318
C -4.23923 -1.27146 -1.05280
C -4.23488 -3.66185 -2.09432
H -0.25299 -3.83021 3.51750
C 0.19492 2.67449 -1.29363
N -2.00990 -0.99356 -0.96779
C 0.33791 1.39546 2.18578
C 0.63493 -3.22437 3.33042
C -0.35868 -2.70691 1.08352
```

Partial charges, natural (NBO), in e: number 1, W, carries 1.7914; number 2, C, carries 0.4339; number 3, H, carries 0.2376; number 4, C, carries -0.2227; number 5, H, carries 0.2499; number 6, C, carries -0.2289; number 7, C, carries -0.2206; number 8, H, carries 0.2897; number 9, N, carries -0.7654; number 10, H, carries 0.2912; number 11, N, carries -0.6797; number 12, N, carries -0.3154; number 13, H, carries 0.2482; number 14, C, carries -0.6697; number 15, C, carries -0.4341; number 16, H, carries 0.2707; number 17, C, carries 0.3234; number 18, H, carries 0.2312; number 19, H, carries 0.2411; number 20, H, carries 0.1975; number 21, H, carries 0.2586; number 22, H, carries 0.2686; number 23, N, carries -0.3938; number 24, C, carries -0.2450; number 25, H, carries 0.2963; number 26, H, carries 0.2715; number 27, N, carries -0.4003; number 28, C, carries 0.6758; number 29, H, carries 0.2700; number 30, C, carries -0.4305; number 31, H, carries 0.3942; number 32, H, carries 0.2545; number 33, N, carries -0.6063; number 34, N, carries -0.6981; number 35, H, carries 0.0852; number 36, H, carries 0.2815; number 37, H, carries 0.2511; number 38, C, carries 0.0230; number 39, H, carries 0.2361; number 40, H, carries 0.2379; number 41, C, carries -0.2882; number 42, H, carries 0.2296; number 43, C, carries -0.2535; number 44, H, carries 0.2805; number 45, H, carries 0.2559; number 46, H, carries 0.1979; number 47, C, carries -0.2282; number 48, C, carries -0.0461; number 49, H, carries 0.2384; number 50, H, carries 0.2500; number 51, H, carries 0.4309; number 52, H, carries 0.2235; number 53, H, carries 0.2874; number 54, H, carries 0.0718; number 55, H, carries 0.2925; number 56, H, carries 0.2210; number 57, H, carries 0.4408; number 58, C, carries 0.2498; number 59, H, carries 0.2511; number 60, N, carries -0.3441; number 61, H, carries 0.2807; number 62, N, carries -0.3132; number 63, H, carries 0.2559; number 64, C, carries -0.2983; number 65, C, carries -0.6851; number 66, H, carries 0.2360; number 67, C, carries 0.6705; number 68, N, carries -0.4672; number 69, C, carries -0.2441; number 70, C, carries -0.2262; number 71, C, carries -0.2691

=====

(2)
One molecule with the formula C22H38N2. Source: the OMol25 dataset; level of theory: ωB97M-V/def2-TZVPD.

As for the SMILES: CC(C)=CCC/C(C)=C/CNCCN[C@H]1[C@@H]2C[C@H]3C[C@@H](C2)C[C@@H]1C3. The orbital gap is 9.025 eV. Its net charge is 0.

XYZ file:
```
62
C22H38N2 ωB97M-V/def2-TZVPD
C -2.24826 1.29312 0.78643
H 1.34899 -3.75669 -4.36287
H 4.68697 -2.29873 -3.61021
H -0.04918 2.24231 1.95867
H 0.67136 -1.86131 -0.75977
N 1.51577 -0.11189 -2.55810
H 0.54634 1.69746 -2.62643
C -0.76704 0.30001 -1.66218
C -4.06269 3.38133 2.47367
H -0.17895 0.48767 -3.71104
H 3.69041 -4.65136 -0.88359
C 1.44605 -2.28185 -1.40329
C 1.41001 -1.55295 -2.75627
C -2.14639 3.39814 5.86801
H -3.81148 3.38150 0.33819
C 2.80187 -2.05949 -0.73849
H 2.15372 -5.40139 -2.68941
H 1.21354 -4.29688 -0.66740
H -3.01437 1.05421 3.54229
H -4.43874 2.35987 2.52080
H 2.81520 -2.54143 0.24148
H -3.90925 1.08685 5.06637
N -0.21401 0.36033 -0.32511
C 3.90933 -2.63255 -1.61917
C -2.05103 2.53613 1.21507
C -3.18158 3.53259 1.21791
C 2.54038 -2.10578 -3.63409
H -1.11590 3.04190 5.87847
H 4.09156 -0.84432 -2.80276
H -2.13848 4.48455 5.90895
H -2.78166 4.54777 1.18233
H 0.23962 -3.93695 -2.09589
H -2.15591 0.92912 5.07739
H -1.69568 -0.76076 0.57264
C 3.89839 -1.90684 -2.96213
H -2.63563 3.01831 6.76454
H 4.88139 -2.48578 -1.13378
H 0.28379 1.23635 -0.20604
H 2.94806 -0.98838 -0.59839
C 0.28772 0.63729 -2.71735
H -1.14436 -0.71585 -1.81813
C -2.85568 2.89946 4.64297
H 0.45385 -1.78644 -3.25603
H 2.53091 -1.58587 -4.60190
C 1.21346 -3.77409 -1.62657
H 3.09204 -3.99954 -4.51130
C -0.74616 3.04739 1.74466
C 3.67353 -4.12589 -1.84130
H -4.92047 4.05221 2.37193
H -0.28764 3.71769 1.01584
H -0.65694 0.15167 1.67571
H 2.21412 0.27301 -3.18432
H -1.61370 0.99570 -1.80790
H -3.16697 4.80113 3.86461
C -3.32529 3.73779 3.72677
C -1.20509 0.20449 0.72962
H -3.22726 1.02637 0.40775
H 4.46957 -4.54103 -2.46486
C 2.32042 -4.33074 -2.52082
C 2.30826 -3.59984 -3.86284
C -2.99187 1.40534 4.56961
H -0.91900 3.61554 2.65708
```

Partial charges, natural (NBO), in e: number 1, C, carries -0.2376; number 2, H, carries 0.2033; number 3, H, carries 0.2032; number 4, H, carries 0.2116; number 5, H, carries 0.2374; number 6, N, carries -0.6388; number 7, H, carries 0.1896; number 8, C, carries -0.2305; number 9, C, carries -0.4208; number 10, H, carries 0.1627; number 11, H, carries 0.2033; number 12, C, carries -0.2328; number 13, C, carries -0.0361; number 14, C, carries -0.6326; number 15, H, carries 0.2136; number 16, C, carries -0.4095; number 17, H, carries 0.2066; number 18, H, carries 0.2031; number 19, H, carries 0.2269; number 20, H, carries 0.2068; number 21, H, carries 0.2009; number 22, H, carries 0.2195; number 23, N, carries -0.6180; number 24, C, carries -0.2197; number 25, C, carries 0.0512; number 26, C, carries -0.4254; number 27, C, carries -0.2172; number 28, H, carries 0.2095; number 29, H, carries 0.2040; number 30, H, carries 0.2115; number 31, H, carries 0.2017; number 32, H, carries 0.1982; number 33, H, carries 0.2126; number 34, H, carries 0.1951; number 35, C, carries -0.4058; number 36, H, carries 0.2117; number 37, H, carries 0.2064; number 38, H, carries 0.3531; number 39, H, carries 0.2255; number 40, C, carries -0.2076; number 41, H, carries 0.1820; number 42, C, carries 0.0359; number 43, H, carries 0.1738; number 44, H, carries 0.2031; number 45, C, carries -0.3946; number 46, H, carries 0.2041; number 47, C, carries -0.6659; number 48, C, carries -0.3982; number 49, H, carries 0.2111; number 50, H, carries 0.2179; number 51, H, carries 0.1999; number 52, H, carries 0.3575; number 53, H, carries 0.1752; number 54, H, carries 0.1912; number 55, C, carries -0.2143; number 56, C, carries -0.2577; number 57, H, carries 0.1936; number 58, H, carries 0.2003; number 59, C, carries -0.2211; number 60, C, carries -0.3987; number 61, C, carries -0.6624; number 62, H, carries 0.2306